This record from the OMol25 dataset describes C19H32AlBCl22FN2O2 as an isolated structure. The level of theory is the ωB97M-V functional and the def2-TZVPD basis.

Results
max |F| = 5.01 eV/A
multiplicity = 1
orbital gap = 0.271 Ha
total charge = -1
HOMO energy = -5.55 eV

```
80
C19H32AlBCl22FN2O2 the ωB97M-V functional and the def2-TZVPD basis
C 5.5521 3.1039 -0.8043
C 4.0192 3.2440 -0.7726
B 3.3653 1.9384 -1.4194
O 4.0258 1.4733 -2.5637
Al 1.6188 0.9736 -0.7185
F 1.4004 -0.4645 -1.6740
O 1.7171 0.3800 1.0365
C 0.6398 -0.1435 1.3061
N -0.4335 -0.6363 1.4210
C 0.0112 2.1434 -0.9360
C -1.0820 1.7728 -1.6557
C -2.1042 2.6348 -1.7772
N -2.1793 3.8362 -1.2727
C -1.1381 4.1863 -0.5504
C -0.0869 3.3744 -0.3888
H 5.7933 2.0822 -0.5375
H 5.9114 3.2423 -1.8091
H 6.0422 3.7810 -0.1195
H 3.6635 3.4282 0.2342
H 3.7156 4.0967 -1.3820
H 4.4629 0.6381 -2.3942
H -1.1251 0.8050 -2.1116
H -2.9520 2.3225 -2.3629
H -1.1382 5.1595 -0.0996
H 0.7325 3.7309 0.2136
C 1.3004 -1.0029 -5.2762
Cl -0.4634 -0.8974 -5.2657
Cl 1.9508 -0.9887 -6.9297
H 1.7006 -0.1559 -4.7348
H 1.5945 -1.9265 -4.7949
C -4.3974 4.4630 -4.0071
Cl -5.2232 3.0580 -3.3352
Cl -3.2777 4.0047 -5.2998
H -5.1383 5.1408 -4.4134
H -3.8363 4.9420 -3.2113
C 2.3820 -1.5062 4.9533
Cl 1.3601 -2.0795 6.2866
Cl 1.3880 -1.1483 3.5380
H 2.8908 -0.6033 5.2662
H 3.1052 -2.2737 4.7044
C 1.0284 -3.2617 -0.4893
Cl 0.7008 -4.0361 -2.0509
Cl 1.8680 -4.3697 0.6191
H 1.6490 -2.3891 -0.6587
H 0.0889 -2.9658 -0.0392
C -3.1118 -3.0880 -3.8511
Cl -4.7611 -3.3685 -4.4380
Cl -2.9051 -1.4674 -3.1960
H -2.8964 -3.8079 -3.0712
H -2.4241 -3.2141 -4.6799
C -1.8546 -3.6230 6.1353
Cl -2.6559 -3.8963 7.6942
Cl -2.8059 -2.6064 5.0533
H -0.9137 -3.1197 6.3030
H -1.6950 -4.5795 5.6534
C 5.1165 -4.7641 -0.9894
Cl 5.6469 -5.7179 0.4039
Cl 4.9983 -3.0477 -0.6039
H 5.8343 -4.8924 -1.7901
H 4.1384 -5.1152 -1.2973
C 4.8038 1.1281 7.0418
Cl 5.6452 -0.3117 6.4512
Cl 4.0064 2.0031 5.7312
H 4.0542 0.8196 7.7606
H 5.5270 1.7839 7.5102
C -5.0842 -0.2457 6.5042
Cl -6.5982 -0.3016 5.5922
Cl -4.8111 1.3526 7.2145
H -5.1294 -0.9781 7.3006
H -4.2659 -0.4740 5.8348
C -5.0861 0.1838 -6.8195
Cl -5.9612 0.2093 -5.2836
Cl -3.3631 -0.1512 -6.6337
H -5.5235 -0.5830 -7.4473
H -5.1876 1.1562 -7.2863
C -2.6273 0.3253 1.1282
Cl -3.8923 -0.1473 2.2855
Cl -3.3045 0.6209 -0.4787
H -2.1559 1.2339 1.4808
H -1.8960 -0.4714 1.0622
```

Mulliken atomic charge list, values in e, 4 entries: -1.15, -0.39, 0.73, -0.36

This record from the OMol25 dataset describes C3H2O2Tm as an isolated structure. The level of theory is the ωB97M-V functional and the def2-TZVPD basis.

Results
<S²> = 2.012
max |F| = 3.91 eV/A
multiplicity = 3
orbital gap (alpha / beta) = 0.294 / 0.183 Ha
total charge = +3
energy above the lowest of the compared OMol25 structures with the same formula, charge and spin = 1.108 eV
HOMO energy (alpha / beta) = -23.28 / -22.38 eV

```
8
C3H2O2Tm the ωB97M-V functional and the def2-TZVPD basis
O -0.7112 -1.1661 0.4235
C -0.8310 0.1209 0.2674
C 1.5454 -0.7494 -0.2447
O -1.7699 0.8784 0.2220
C 0.5236 -0.2458 0.4324
Tm -2.8289 2.9421 -0.2140
H 2.0389 -0.1165 -0.9833
H 2.0332 -1.6637 0.0968
```

natural (NBO) atomic charge list, values in e, 4 entries: -0.15, 0.79, 0.04, -0.67

This record from the OMol25 dataset describes one molecule with the formula C4H3NO5S2. The level of theory is the ωB97M-V functional and the def2-TZVPD basis.

Results
max |F| = 3.80 eV/A
multiplicity = 1
orbital gap = 0.328 Ha
HOMO energy = -9.94 eV

```
15
C4H3NO5S2 the ωB97M-V functional and the def2-TZVPD basis
C -1.3463 -1.4242 0.4064
C -1.8179 -0.2491 -0.1605
C 0.4038 -0.0219 -0.2025
C 1.7774 0.4917 -0.4329
N -3.0080 0.4990 0.0491
O -1.7492 -2.4806 0.7115
O 0.1905 -1.1724 0.2527
O -3.9552 -0.1424 0.4384
O -3.1122 1.6769 -0.2516
O -0.5808 0.6485 -0.6687
S 2.3433 1.5595 1.0484
S 2.9679 -0.8637 -0.8343
H 1.7295 1.1442 -1.2067
H 3.5959 1.8055 0.6883
H 2.5614 -1.4710 0.1624
```

natural (NBO) atomic charge list, values in e, 4 entries: 0.66, 0.04, 0.80, -0.50

> Which of these has the highest max |F|?

C19H32AlBCl22FN2O2

What did the third record say?
This record from the OMol25 dataset describes one molecule with the formula C4H3NO5S2. The level of theory is the ωB97M-V functional and the def2-TZVPD basis.

Results
max |F| = 3.80 eV/A
multiplicity = 1
orbital gap = 0.328 Ha
HOMO energy = -9.94 eV

```
15
C4H3NO5S2 the ωB97M-V functional and the def2-TZVPD basis
C -1.3463 -1.4242 0.4064
C -1.8179 -0.2491 -0.1605
C 0.4038 -0.0219 -0.2025
C 1.7774 0.4917 -0.4329
N -3.0080 0.4990 0.0491
O -1.7492 -2.4806 0.7115
O 0.1905 -1.1724 0.2527
O -3.9552 -0.1424 0.4384
O -3.1122 1.6769 -0.2516
O -0.5808 0.6485 -0.6687
S 2.3433 1.5595 1.0484
S 2.9679 -0.8637 -0.8343
H 1.7295 1.1442 -1.2067
H 3.5959 1.8055 0.6883
H 2.5614 -1.4710 0.1624
```

natural (NBO) atomic charge list, values in e, 4 entries: 0.66, 0.04, 0.80, -0.50

> max |F| of number 1 (C19H32AlBCl22FN2O2)?

5.01 eV/A